(1)
Entry from the OMol25 dataset: C20H34AuF6N2O8S3Si as an isolated structure in a non-equilibrium geometry (ωB97M-V/def2-TZVPD).

CARTESIAN COORDINATES (ANGSTROEM)
1 Au -0.48 -0.98 -1.62
2 O -0.39 -2.84 -3.03
3 C -1.75 -3.33 -2.98
4 C -2.18 -3.36 -1.54
5 C -2.97 -4.36 -1.02
6 C -3.34 -4.30 0.32
7 C -2.89 -3.25 1.11
8 C -2.10 -2.28 0.54
9 N -1.77 -2.34 -0.76
10 H -0.23 -2.55 -3.95
11 H -1.81 -4.32 -3.40
12 H -2.40 -2.67 -3.54
13 H -3.28 -5.18 -1.65
14 H -3.96 -5.08 0.74
15 H -3.15 -3.18 2.16
16 H -1.72 -1.43 1.11
17 F -0.26 0.71 -7.39
18 C -0.98 0.96 -6.32
19 F -2.27 0.78 -6.56
20 F -0.76 2.19 -5.87
21 S -0.51 -0.21 -5.00
22 O -1.31 0.15 -3.84
23 O -0.69 -1.53 -5.55
24 N 1.02 0.07 -4.78
25 S 1.68 0.73 -3.54
26 O 1.10 0.30 -2.22
27 O 1.95 2.13 -3.62
28 C 3.27 -0.16 -3.52
29 F 3.93 0.11 -4.63
30 F 3.03 -1.47 -3.42
31 F 3.94 0.27 -2.46
32 C 2.78 -2.01 0.46
33 C 2.04 -1.27 1.56
34 C 1.33 -2.23 2.49
35 C 2.98 -0.35 2.33
36 O 1.03 -0.46 0.86
37 Si 0.09 0.80 1.30
38 S -1.04 1.14 -0.60
39 O -0.97 0.28 2.42
40 C -2.06 0.91 3.15
41 C -3.24 -0.03 3.04
42 C -1.60 1.06 4.58
43 C -2.41 2.28 2.55
44 O 0.78 2.15 1.77
45 C 1.47 3.30 1.19
46 C 2.39 2.83 0.08
47 C 0.41 4.25 0.64
48 C 2.24 3.93 2.32
49 H 3.51 -2.70 0.90
50 H 3.31 -1.31 -0.19
51 H 2.08 -2.59 -0.15
52 H 2.06 -2.83 3.04
53 H 0.69 -2.92 1.92
54 H 0.70 -1.69 3.21
55 H 3.73 -0.95 2.84
56 H 2.44 0.23 3.08
57 H 3.49 0.33 1.65
58 H -2.98 -1.02 3.44
59 H -3.57 -0.14 2.00
60 H -4.08 0.36 3.62
61 H -1.32 0.08 4.99
62 H -2.39 1.48 5.20
63 H -0.72 1.72 4.63
64 H -2.62 2.20 1.48
65 H -1.59 2.99 2.70
66 H -3.31 2.68 3.03
67 H 1.84 2.26 -0.68
68 H 3.19 2.21 0.48
69 H 2.85 3.69 -0.42
70 H -0.13 3.80 -0.20
71 H 0.89 5.17 0.29
72 H -0.30 4.52 1.43
73 H 2.96 3.22 2.73
74 H 1.56 4.24 3.12
75 H 2.78 4.81 1.96

Summary:
ΔE to the lowest compared entry with this formula, charge and spin   0.567 eV
F_max   1.5 eV Å⁻¹
2S+1   1
Charge   +1
Highest occupied orbital energy (alpha / beta)   -12.434 / -12.433 eV

=====

(2)
Entry from the OMol25 dataset: C20H34BN8O5S3Zn as an isolated structure (ωB97M-V/def2-TZVPD).

CARTESIAN COORDINATES (ANGSTROEM)
1 Zn 0.65 0.27 -0.89
2 C 2.64 -1.85 -3.10
3 C 1.38 -2.37 -2.51
4 N 0.61 -1.79 -1.61
5 C -0.42 -2.66 -1.33
6 C -0.27 -3.79 -2.07
7 N 0.88 -3.59 -2.82
8 H 3.20 -1.29 -2.36
9 H 2.44 -1.16 -3.93
10 H 3.25 -2.68 -3.47
11 H -1.16 -2.44 -0.59
12 H -0.85 -4.69 -2.14
13 H 1.29 -4.23 -3.47
14 C 1.91 -3.66 2.18
15 N 2.74 -2.51 1.78
16 C 4.08 -2.41 2.34
17 C 2.17 -1.46 1.27
18 N 1.68 -0.54 0.77
19 H 2.28 -4.56 1.68
20 H 0.88 -3.47 1.90
21 H 1.95 -3.77 3.26
22 H 4.64 -3.31 2.07
23 H 4.04 -2.31 3.42
24 H 4.58 -1.54 1.91
25 C -3.83 0.32 -3.92
26 C -3.33 0.81 -2.57
27 C -2.83 2.26 -2.71
28 C -4.46 0.74 -1.54
29 N -2.25 -0.12 -2.19
30 N -1.61 0.23 -0.95
31 H -4.63 0.95 -4.29
32 H -4.20 -0.71 -3.83
33 H -3.02 0.33 -4.66
34 H -3.62 2.90 -3.10
35 H -1.98 2.30 -3.38
36 H -2.52 2.69 -1.75
37 H -5.31 1.32 -1.88
38 H -4.16 1.14 -0.57
39 H -4.77 -0.30 -1.40
40 H -1.52 -0.05 -2.89
41 H -2.01 -0.32 -0.19
42 H -1.76 1.20 -0.72
43 O 0.28 -2.10 6.69
44 S 0.81 -1.80 5.39
45 O 2.19 -2.18 5.15
46 N -0.13 -2.39 4.20
47 C -0.63 -1.43 3.45
48 S -1.59 -1.66 2.09
49 C -0.26 -0.04 3.91
50 C -0.63 1.18 3.38
51 C -0.13 2.34 3.96
52 C 0.72 2.27 5.06
53 C 1.09 1.04 5.60
54 C 0.59 -0.09 5.00
55 H -1.29 1.22 2.52
56 H -0.41 3.30 3.55
57 H 1.10 3.18 5.49
58 H 1.75 0.98 6.45
59 B -0.83 4.48 0.67
60 C -0.17 3.11 0.26
61 N 0.27 2.09 -0.06
62 H -1.51 4.82 -0.28
63 H 0.06 5.28 0.88
64 H -1.51 4.28 1.65
65 C 1.62 3.19 -3.04
66 S 1.75 1.43 -3.18
67 O 2.53 1.17 -4.37
68 O 2.39 0.97 -1.92
69 O 0.37 0.92 -3.19
70 H 2.62 3.60 -2.94
71 H 1.01 3.44 -2.17
72 H 1.15 3.55 -3.95

Summary:
ΔE to the lowest compared entry with this formula, charge and spin   0.355 eV
F_max   0.5 eV Å⁻¹
2S+1   1
Charge   -1
Highest occupied orbital energy   -5.402 eV

=====

(3)
Entry from the OMol25 dataset: a 2-piece molecular cluster, C20H34ClFN2O4P2 overall in a non-equilibrium geometry (ωB97M-V/def2-TZVPD).

CARTESIAN COORDINATES (ANGSTROEM)
1 C -6.67 0.00 -1.58
2 C -5.96 -0.63 -2.79
3 P -4.23 -0.25 -3.22
4 C -4.12 1.56 -3.00
5 N -3.24 -0.83 -1.78
6 C -3.69 -0.76 -0.51
7 C -2.98 -1.22 0.56
8 P -3.59 -1.14 2.31
9 O -3.13 0.42 2.48
10 Cl -5.61 -0.98 1.91
11 C -1.72 -1.77 0.30
12 C -0.81 -2.30 1.38
13 O -0.42 -3.43 1.36
14 O -0.43 -1.41 2.33
15 C -1.26 -1.84 -1.01
16 C -2.02 -1.36 -2.05
17 C -1.48 -1.44 -3.44
18 C -1.94 -2.73 -4.15
19 F -0.90 -3.64 -4.12
20 H -6.82 -0.75 -0.80
21 H -7.66 0.37 -1.85
22 H -6.11 0.81 -1.12
23 H -6.08 -1.71 -2.81
24 H -6.46 -0.28 -3.70
25 H -4.86 1.97 -2.32
26 H -4.24 1.98 -3.99
27 H -3.11 1.80 -2.66
28 H -4.66 -0.33 -0.36
29 H -3.26 0.70 3.39
30 H -0.80 -0.53 2.13
31 H -0.29 -2.28 -1.20
32 H -0.40 -1.51 -3.35
33 H -1.70 -0.56 -4.03
34 H -2.78 -3.20 -3.63
35 H -2.21 -2.55 -5.19
36 C 4.73 2.58 2.97
37 C 5.08 1.77 1.70
38 C 4.39 2.33 0.45
39 C 2.91 1.98 0.32
40 C 2.70 0.47 0.45
41 C 3.28 -0.08 1.75
42 N 4.72 0.32 1.86
43 O 5.47 -0.44 1.16
44 C 2.43 0.40 2.94
45 C 3.21 -1.60 1.76
46 C 6.58 1.89 1.50
47 H 3.97 2.13 3.59
48 H 5.61 2.67 3.60
49 H 4.41 3.59 2.71
50 H 4.90 1.94 -0.44
51 H 4.53 3.41 0.43
52 H 2.31 2.53 1.06
53 H 2.55 2.31 -0.66
54 H 1.64 0.22 0.41
55 H 3.18 -0.03 -0.40
56 H 2.87 0.12 3.89
57 H 1.45 -0.07 2.87
58 H 2.26 1.48 2.94
59 H 3.70 -2.04 0.89
60 H 2.17 -1.92 1.76
61 H 3.69 -2.01 2.65
62 H 7.13 1.40 2.31
63 H 6.84 2.95 1.51
64 H 6.92 1.46 0.56

Summary:
F_max   1.1 eV Å⁻¹
2S+1   2
Charge   +1
Highest occupied orbital energy (alpha / beta)   -9.896 / -10.987 eV

=====

(4)
Entry from the OMol25 dataset: a 7-piece molecular cluster, C20H34ClN2O14 overall in a non-equilibrium geometry (ωB97M-V/def2-TZVPD).

CARTESIAN COORDINATES (ANGSTROEM)
1 Cl 12.55 -27.92 -23.09
2 O 11.52 -27.12 -22.52
3 O 12.07 -29.28 -23.30
4 O 13.01 -27.37 -24.32
5 O 13.66 -27.97 -22.16
6 O 16.78 -25.05 -19.73
7 C 16.85 -25.13 -20.95
8 N 16.84 -24.02 -21.72
9 C 16.93 -26.48 -21.64
10 H 16.76 -23.15 -21.23
11 H 16.88 -24.02 -22.72
12 H 16.88 -26.44 -22.73
13 H 16.10 -27.05 -21.24
14 H 17.86 -26.93 -21.32
15 O 16.98 -30.26 -26.59
16 C 15.92 -29.74 -26.27
17 N 15.94 -28.64 -25.48
18 C 14.54 -30.22 -26.70
19 H 16.85 -28.43 -25.11
20 H 15.10 -28.15 -25.21
21 H 13.76 -29.95 -25.98
22 H 14.59 -31.30 -26.83
23 H 14.27 -29.73 -27.63
24 O 10.00 -27.43 -18.10
25 C 10.87 -26.84 -18.68
26 O 12.13 -27.21 -18.51
27 C 13.05 -26.42 -19.29
28 C 12.21 -25.28 -19.88
29 C 10.73 -25.71 -19.66
30 H 13.40 -27.07 -20.10
31 H 13.85 -26.00 -18.69
32 H 12.40 -25.10 -20.94
33 H 12.50 -24.36 -19.37
34 H 10.25 -25.96 -20.60
35 H 10.18 -24.88 -19.21
36 O 7.21 -29.93 -23.93
37 C 7.58 -29.96 -22.79
38 O 6.94 -30.71 -21.89
39 C 7.47 -30.52 -20.58
40 C 8.40 -29.32 -20.66
41 C 8.81 -29.34 -22.16
42 H 8.09 -31.38 -20.31
43 H 6.70 -30.35 -19.83
44 H 9.28 -29.50 -20.04
45 H 8.02 -28.34 -20.39
46 H 9.55 -30.14 -22.28
47 H 9.23 -28.41 -22.50
48 O 18.10 -31.71 -22.19
49 C 16.99 -31.84 -22.62
50 O 16.60 -33.03 -23.13
51 C 15.32 -32.96 -23.71
52 C 14.71 -31.67 -23.15
53 C 15.88 -30.81 -22.74
54 H 14.61 -33.75 -23.49
55 H 15.36 -32.88 -24.80
56 H 14.12 -31.96 -22.28
57 H 13.96 -31.20 -23.79
58 H 15.69 -30.29 -21.81
59 H 16.20 -30.14 -23.54
60 O 11.53 -30.43 -28.54
61 C 10.62 -30.27 -27.75
62 O 9.49 -30.98 -27.90
63 C 8.41 -30.38 -27.19
64 C 8.94 -29.01 -26.78
65 C 10.44 -29.22 -26.67
66 H 8.09 -30.90 -26.28
67 H 7.57 -30.25 -27.86
68 H 8.53 -28.52 -25.90
69 H 8.70 -28.29 -27.57
70 H 10.72 -29.68 -25.71
71 H 11.17 -28.44 -26.88

Summary:
ΔE to the lowest compared entry with this formula, charge and spin   0.006 eV
F_max   2.1 eV Å⁻¹
2S+1   1
Charge   -1
Highest occupied orbital energy   -7.535 eV